Molecular formula: C5H39N2O12S
Method: DFT, ωB97M-V with the def2-TZVPD basis set

As for the HOMO energy: -11.541 eV. The value obtained for the relative energy (zero: lowest compared OMol25 entry of this formula, charge and spin) is 277.5 kJ/mol. The calculation puts the gap between HOMO and LUMO at 0.334 Eh. As for the charge: +1.

Cartesian coordinates (Å):
C  -0.814  -1.253  -2.523
N  -0.711  -1.436  -1.093
C  -0.320  -2.826  -0.761
C  1.195  -3.032  -1.079
C  1.902  -2.344  0.077
S  3.626  -1.646  -0.363
C  -1.072  0.219  -2.782
N  -2.034  0.972  -1.854
H  0.104  -1.624  -3.072
H  -1.557  -1.895  -3.133
H  -1.548  -1.388  -0.515
H  -0.888  -3.614  -1.282
H  -0.549  -2.953  0.308
H  1.326  -4.149  -1.177
H  1.523  -2.637  -2.046
H  1.409  -1.420  0.367
H  1.923  -2.993  0.962
H  4.328  -2.615  0.216
H  -1.484  0.290  -3.816
H  -0.169  0.749  -2.744
H  -2.868  0.305  -1.769
H  -1.544  1.176  -0.911
H  -2.233  1.924  -2.143
H  1.847  3.341  -2.457
H  1.281  4.380  -1.564
O  1.361  4.184  -2.499
H  1.364  2.224  0.446
H  2.843  2.509  0.224
O  2.039  2.440  -0.243
H  -2.054  2.550  1.641
H  -1.598  3.344  0.383
O  -1.890  2.504  0.709
H  -1.293  4.069  -2.497
H  -0.073  3.254  -2.512
O  -1.012  3.215  -2.155
H  -3.022  -2.793  -0.453
H  -3.160  -2.102  0.860
O  -3.388  -1.992  -0.066
H  3.518  1.808  2.320
H  3.862  0.948  3.421
O  3.409  1.790  3.241
H  -0.419  -4.168  2.663
H  -2.008  -4.027  2.982
O  -1.246  -3.759  2.551
H  -5.079  0.148  -0.165
H  -4.132  1.120  0.480
O  -4.317  0.742  -0.397
H  -1.685  -2.144  2.277
H  -1.622  -0.863  3.012
O  -1.921  -1.198  2.157
H  0.759  -1.280  2.051
H  0.966  -1.639  3.521
O  1.126  -1.991  2.632
H  0.896  4.249  2.500
H  0.951  5.218  1.380
O  0.642  4.307  1.599
H  4.855  0.264  1.626
H  4.036  0.576  0.423
O  4.620  0.963  1.040


Molecular formula: C9H16N2S
Method: DFT, ωB97M-V with the def2-TZVPD basis set

As for the HOMO energy: -8.457 eV. The value obtained for the relative energy (zero: lowest compared OMol25 entry of this formula, charge and spin) is 473.2 kJ/mol. The calculation puts the gap between HOMO and LUMO at 0.235 Eh. As for the charge: 0.

Cartesian coordinates (Å):
C  -3.291  -0.457  -0.614
C  -2.280  1.048  0.594
C  -1.513  -0.137  0.581
C  -2.179  2.404  1.201
C  1.775  -0.925  -1.265
C  1.565  1.324  -0.131
C  3.563  -0.099  0.556
C  -1.578  -2.365  -0.381
C  2.114  -0.129  0.003
N  -3.335  0.785  -0.240
N  -2.201  -1.100  -0.080
S  1.221  -0.839  1.411
H  -4.106  -0.900  -1.127
H  -2.974  2.428  1.890
H  -1.208  2.447  1.667
H  -2.377  3.288  0.419
H  1.983  -1.984  -1.087
H  0.723  -0.854  -1.642
H  2.460  -0.716  -2.110
H  1.969  1.801  -0.984
H  1.759  1.850  0.828
H  0.390  1.297  -0.157
H  4.072  0.862  0.174
H  3.428  0.004  1.642
H  3.876  -1.068  0.293
H  -0.991  -2.379  -1.433
H  -0.716  -2.428  0.238
H  -2.149  -3.159  -0.244


Molecular formula: C38H29BrCeIN6O2S2
Method: DFT, ωB97M-V with the def2-TZVPD basis set

As for the HOMO energy (alpha / beta): -12.782 / -12.779 eV. The value obtained for the relative energy (zero: lowest compared OMol25 entry of this formula, charge and spin) is 0.0 kJ/mol. Its spin multiplicity is 2. The calculation puts the gap between HOMO and LUMO (alpha / beta) at 0.220 / 0.220 Eh. As for the charge: +2.

Cartesian coordinates (Å):
Ce  -0.753  -0.181  -0.387
N  1.379  0.743  3.575
C  2.674  0.209  3.562
C  3.680  0.681  4.435
C  4.992  0.220  4.354
C  5.391  -0.479  3.178
C  4.407  -1.014  2.373
C  3.069  -0.758  2.587
S  1.860  -1.575  1.619
N  0.800  -0.191  1.445
C  0.598  0.688  2.446
C  -0.315  1.788  2.160
C  -0.165  3.007  2.882
C  -1.094  4.011  2.680
C  -2.235  3.720  1.882
C  -2.224  2.592  1.087
N  -1.320  1.565  1.245
H  1.102  1.241  4.348
H  3.339  1.280  5.341
H  5.680  0.527  5.113
H  6.440  -0.769  3.053
H  4.711  -1.725  1.636
H  0.749  3.211  3.449
H  -1.050  4.978  3.206
H  -3.020  4.481  1.844
H  -3.037  2.398  0.337
S  -3.378  1.209  -4.162
C  -3.028  2.702  -3.400
C  -3.688  3.909  -3.597
C  -3.237  5.090  -2.943
C  -2.172  4.992  -2.021
C  -1.529  3.793  -1.797
C  -1.999  2.619  -2.414
N  -1.492  1.313  -2.319
C  -2.019  0.509  -3.307
C  -1.616  -0.867  -3.437
C  -1.867  -1.585  -4.621
C  -1.591  -2.956  -4.621
C  -0.902  -3.576  -3.584
C  -0.508  -2.859  -2.485
C  -0.829  -1.474  -2.450
H  -4.601  4.037  -4.178
H  -3.843  5.977  -3.080
H  -1.927  5.882  -1.422
H  -0.776  3.669  -1.016
H  -2.363  -1.150  -5.497
H  -1.835  -3.545  -5.528
H  -0.529  -4.611  -3.722
H  0.017  -3.339  -1.635
O  -0.417  0.934  6.021
C  -1.064  -0.336  6.156
N  -1.328  -0.666  4.728
C  -1.499  -1.963  4.281
O  -1.457  -2.920  5.074
C  -1.944  -2.153  2.845
C  -1.895  -3.479  2.347
C  -2.222  -3.779  0.972
C  -2.590  -2.688  0.204
N  -2.617  -1.365  0.705
C  -2.334  -1.149  2.017
H  -0.205  1.313  6.863
H  -1.901  -0.301  6.845
H  -0.349  -1.149  6.513
H  -1.295  0.131  4.052
H  -1.646  -4.269  3.041
H  -2.381  -4.844  0.658
H  -2.992  -2.812  -0.842
H  -2.374  -0.071  2.369
Br  3.188  1.572  -4.889
C  3.396  -0.358  -4.979
C  3.886  -0.799  -6.207
C  4.102  -2.149  -6.368
C  3.730  -3.066  -5.365
C  3.219  -2.577  -4.139
C  3.015  -1.222  -3.996
I  2.201  -0.294  -2.196
H  4.194  -0.023  -6.919
H  4.620  -2.542  -7.249
H  3.997  -4.091  -5.445
H  3.012  -3.272  -3.312